{
  "formula": "C15H14Cl5IMnNO5S",
  "method": "wB97M-V/def2-TZVPD",
  "multiplicity": 6,
  "s_squared": 8.755,
  "molar_mass_g_mol": 679.45,
  "total_energy_ev": -140384.8082,
  "total_charge": -1,
  "gap_ev": [7.3, 7.3],
  "elements": ["Mn", "Cl", "C", "Cl", "H", "H", "I", "Cl", "C", "Cl", "H", "H", "N", "C", "C", "C", "C", "C", "C", "S", "O", "O", "O", "H", "H", "H", "H", "H", "H", "Cl", "C", "C", "C", "C", "C", "C", "C", "O", "O", "H", "H", "H", "H"],
  "coordinates": [[-1.304, 0.509, 0.209], [-3.483, -0.437, 1.603], [-3.791, -1.998, 0.805], [-2.437, -3.114, 0.988], [-3.916, -1.785, -0.252], [-4.665, -2.429, 1.284], [-1.389, 3.026, -0.417], [0.205, 3.352, 4.800], [-0.038, 2.756, 3.169], [-1.278, 1.451, 3.143], [0.891, 2.329, 2.800], [-0.415, 3.546, 2.528], [0.293, -0.729, 1.085], [1.416, -0.017, 1.652], [2.111, 0.885, 0.860], [3.153, 1.614, 1.418], [3.493, 1.457, 2.756], [2.779, 0.557, 3.536], [1.744, -0.184, 2.988], [4.825, 2.422, 3.478], [4.850, 3.625, 2.661], [4.389, 2.614, 4.853], [5.993, 1.570, 3.333], [-0.041, -1.446, 1.727], [0.551, -1.187, 0.210], [1.824, 1.028, -0.174], [3.698, 2.339, 0.832], [3.032, 0.465, 4.583], [1.179, -0.875, 3.602], [-2.019, -2.755, -7.652], [-1.860, -2.157, -6.023], [-0.619, -1.736, -5.576], [-0.500, -1.269, -4.278], [-1.610, -1.221, -3.443], [-2.847, -1.640, -3.916], [-2.981, -2.115, -5.210], [-1.464, -0.716, -2.045], [-2.490, -0.614, -1.313], [-0.329, -0.385, -1.622], [0.235, -1.772, -6.236], [0.454, -0.935, -3.895], [-3.705, -1.582, -3.260], [-3.936, -2.445, -5.591]],
  "forces_ev_per_angstrom": [[0.060, -0.174, -0.279], [-0.066, -0.066, 0.144], [-0.158, 0.071, -0.059], [0.035, -0.009, 0.021], [-0.003, -0.068, 0.153], [0.085, 0.019, -0.078], [-0.060, 0.300, -0.025], [0.000, 0.024, 0.032], [-0.010, -0.053, -0.119], [0.065, 0.028, 0.068], [-0.102, 0.056, 0.043], [0.051, -0.049, 0.042], [-0.131, -0.304, 0.047], [-0.056, -0.051, 0.012], [0.018, -0.027, 0.074], [0.021, 0.017, 0.027], [-0.181, -0.090, -0.088], [0.063, 0.050, 0.036], [0.039, -0.011, -0.085], [-0.009, 0.107, 0.047], [0.020, -0.017, 0.072], [0.037, 0.038, -0.034], [0.041, -0.061, -0.023], [0.095, 0.125, -0.064], [0.039, 0.038, 0.158], [-0.005, 0.014, -0.059], [0.027, 0.048, -0.042], [0.020, 0.005, 0.057], [-0.034, -0.035, 0.033], [0.005, 0.016, 0.029], [-0.006, -0.025, -0.071], [-0.030, 0.002, 0.029], [-0.027, -0.023, -0.002], [0.040, -0.046, -0.006], [-0.029, 0.016, 0.020], [0.053, 0.011, 0.006], [0.086, 0.006, -0.098], [-0.013, 0.103, 0.126], [0.017, 0.015, -0.125], [0.019, -0.011, -0.021], [0.017, 0.022, 0.015], [0.005, -0.001, 0.000], [-0.038, -0.010, -0.011]]
}